Density functional theory data (ωB97M-V/def2-TZVPD) for C3H11N3O as an isolated structure in a non-equilibrium geometry.

CARTESIAN COORDINATES (ANGSTROEM)
C: 1.43 1.33 0.33
C: 0.30 0.59 -0.30
N: -2.29 0.91 -0.09
O: -1.05 0.89 0.63
N: 0.02 0.37 -1.51
H: -2.44 1.90 -0.28
H: -2.05 0.49 -1.00
H: 0.76 0.59 -2.17
H: 1.36 1.31 1.42
H: 1.41 2.37 0.00
H: 2.37 0.88 0.04
C: 0.22 -1.34 0.81
N: -0.35 -2.24 -0.17
H: 0.16 -3.11 -0.25
H: -0.35 -1.78 -1.08
H: 1.32 -1.34 0.87
H: -0.14 -1.58 1.82
H: -0.67 -0.23 0.94

Summary:
LUMO level	0.8	eV
charge	0
highest occupied orbital energy	-8.4	eV
E_tot	-9801.703	eV

***

Density functional theory data (ωB97M-V/def2-TZVPD) for a 2-piece molecular cluster, CHF2N overall in a non-equilibrium geometry.

CARTESIAN COORDINATES (ANGSTROEM)
C: -0.50 1.55 0.10
N: 1.08 -1.36 0.28
F: -1.14 1.47 -1.06
F: 0.42 -2.41 0.72
H: 0.14 0.75 -0.04

Summary:
LUMO level (alpha / beta)	-0.5 / -0.8	eV
spin multiplicity	3
charge	0
highest occupied orbital energy (alpha / beta)	-9.8 / -9.9	eV
E_tot	-7969.957	eV

***

Density functional theory data (ωB97M-V/def2-TZVPD) for C2H4N2 in the gas phase in a non-equilibrium geometry.

CARTESIAN COORDINATES (ANGSTROEM)
C: 0.87 0.54 0.30
C: -0.72 -0.45 0.05
N: -1.92 0.10 -0.50
N: -1.16 -0.44 -1.29
H: 0.93 1.38 -0.32
H: 1.66 -0.24 -0.18
H: 1.09 0.48 1.32
H: -0.75 -1.37 0.63

Summary:
LUMO level	0.6	eV
charge	0
highest occupied orbital energy	-10.3	eV
SMILES	CC1N=N1
E_tot	-5115.152	eV

***

Density functional theory data (ωB97M-V/def2-TZVPD) for C6H9NO in the gas phase in a non-equilibrium geometry.

CARTESIAN COORDINATES (ANGSTROEM)
C: -2.44 0.05 -1.64
C: -1.23 -0.50 -1.24
C: -0.07 -0.64 -2.18
C: -1.11 -1.05 0.16
N: -1.45 -0.01 1.16
C: -0.33 0.20 1.95
C: 0.61 -0.72 1.60
O: 0.24 -1.41 0.49
H: -3.27 0.14 -0.97
H: -2.66 0.46 -2.64
H: 0.83 -0.19 -1.74
H: 0.11 -1.65 -2.44
H: -0.29 -0.10 -3.10
H: -1.75 -1.97 0.22
H: -1.93 0.85 0.85
H: -0.26 0.93 2.75
H: 1.57 -0.82 2.12

Summary:
LUMO level	1.0	eV
charge	0
highest occupied orbital energy	-7.3	eV
SMILES	C=C(C)[C@@H]1NC=CO1
E_tot	-9903.332	eV

***

Energy above the lowest of the compared OMol25 structures with the same formula, charge and spin values, unit eV, following the record order: 6.298; 1.203; 3.808; 2.272.